Molecular formula: C4H34NO16
Method: DFT, ωB97M-V with the def2-TZVPD basis set

Atoms and positions in Å:
O: 1.5448 -0.3539 -0.5414
C: 0.3839 -0.3070 -0.8545
C: -0.6690 -0.1787 0.2761
C: -1.8238 0.8135 0.0877
C: -3.1420 0.0553 0.0413
O: -4.2497 0.7779 0.1003
O: -3.1708 -1.1477 -0.1164
N: 0.0568 0.1782 1.5841
H: 0.0236 -0.3389 -1.9446
H: -1.0730 -1.2057 0.4518
H: -1.8222 1.1432 -0.9859
H: -1.7731 1.6719 0.7587
H: -5.0935 0.2873 0.0125
H: -0.7224 0.2491 2.2786
H: 0.6534 -0.6877 1.7743
H: 0.5546 1.0441 1.5044
H: 1.7619 -1.8882 0.4377
H: 1.9418 -3.1135 1.3174
O: 1.7340 -2.1703 1.3652
H: 2.6250 -1.8779 -2.1123
H: 3.4832 -2.5740 -3.2983
O: 3.1097 -1.7496 -2.9316
H: 3.5768 1.7675 -1.3833
H: 3.8950 1.5190 0.1072
O: 3.2531 1.9124 -0.4985
H: -1.6429 -2.8193 3.9061
H: -0.4044 -2.0379 3.8835
O: -1.3225 -1.9763 3.5774
H: 2.9086 0.6326 -5.1994
H: 2.8446 -0.0183 -3.8173
O: 2.3141 0.4326 -4.4837
H: -2.5985 -0.5366 2.8294
H: -2.5555 0.9197 3.5946
O: -2.3817 0.3985 2.8104
H: -0.2889 4.0237 -0.5504
H: 0.7783 4.7597 0.2972
O: -0.1651 4.5749 0.2523
H: -0.8593 3.4805 1.6988
H: -1.6234 3.7779 2.9179
O: -1.3720 3.0224 2.3857
H: 0.5083 2.2501 -1.9555
H: 1.6067 2.7600 -1.0744
O: 0.6356 2.4306 -1.0000
H: -2.4389 -2.4208 -1.0674
H: -2.2735 -3.8349 -1.7012
O: -2.0437 -2.8962 -1.8098
H: -0.3015 -3.4285 -1.3657
H: 1.0228 -4.3037 -1.6576
O: 0.6061 -3.6314 -1.1206
H: 1.9481 -1.6356 4.1171
H: 0.9902 -0.2672 4.4899
O: 1.1181 -1.1462 4.0363
H: 0.5672 0.7244 -3.6102
H: -0.6181 1.4502 -4.2755
O: -0.0170 1.4892 -3.5385

Properties
HOMO energy	-13.370	eV
net charge	+1
gap between HOMO and LUMO	11.033	eV
energy	-1431.218039	a.u.
F_max	3.0	eV/Å

---

Molecular formula: C27H67F4Mn2NO11P2
Method: DFT, ωB97M-V with the def2-TZVPD basis set

Atoms and positions in Å:
Mn: -2.6243 1.7218 3.0507
Mn: 1.1265 4.0916 -0.0520
O: -0.8274 4.3798 0.6108
P: -2.1913 4.5840 1.1492
O: -2.8543 3.4749 1.8947
F: -3.1318 5.0665 0.0129
F: -2.0836 5.8386 2.1063
O: -1.3482 0.9917 1.6153
P: -0.1161 0.8712 0.7609
O: 0.6171 2.0764 0.2941
F: -0.5768 0.1730 -0.5722
F: 0.9296 -0.0601 1.4432
C: 3.6479 -2.1869 4.5914
C: 2.2098 -2.1041 4.0930
C: 1.5190 -0.8736 4.6328
O: 2.1652 -2.1559 2.6759
H: 3.8087 -2.1569 5.6666
H: 4.2212 -1.4294 4.0480
H: 4.0884 -3.1337 4.2694
H: 1.7607 -3.0215 4.4910
H: 0.4813 -0.7449 4.3153
H: 2.1100 0.0178 4.3993
H: 1.5161 -0.9298 5.7244
H: 1.6945 -1.3971 2.3236
C: 2.7630 5.5278 3.6475
C: 3.0127 4.4873 2.5564
C: 3.7118 3.1857 2.9521
O: 1.7139 4.2119 1.9402
H: 3.6490 5.4866 4.2895
H: 1.9664 5.2096 4.3242
H: 2.6498 6.5522 3.3087
H: 3.7022 4.8978 1.8141
H: 4.7136 3.4152 3.3097
H: 3.7144 2.5487 2.0693
H: 3.1973 2.6956 3.7828
H: 1.0980 3.9377 2.6284
C: -5.9326 2.4584 0.8821
C: -5.8539 1.3712 1.9701
C: -6.6813 0.1090 1.6391
O: -4.4210 1.0161 2.0324
H: -5.5446 2.0563 -0.0559
H: -5.3093 3.3006 1.1614
H: -6.9850 2.7002 0.7298
H: -6.1755 1.7503 2.9390
H: -6.3209 -0.8003 2.1093
H: -6.7350 -0.0071 0.5551
H: -7.6982 0.3282 1.9659
H: -4.3084 0.5590 1.1726
C: -4.7183 -1.4257 -2.0038
C: -3.9933 -1.2496 -0.6613
C: -2.9014 -2.3015 -0.4443
O: -3.5045 0.0786 -0.5238
H: -5.0239 -2.4480 -2.2084
H: -4.0672 -1.0647 -2.8075
H: -5.5550 -0.7254 -2.0075
H: -4.8391 -1.3992 0.0208
H: -3.4034 -3.2516 -0.6406
H: -2.4713 -2.3196 0.5563
H: -2.1247 -2.2333 -1.2097
H: -2.6325 0.0461 -0.9321
C: -0.9582 2.1335 -3.3020
C: 0.3962 2.7171 -2.8666
C: 1.3083 2.9899 -4.0551
O: 0.2627 3.9209 -2.0998
H: -1.6976 2.3584 -2.5285
H: -0.9008 1.0486 -3.3713
H: -1.3092 2.5643 -4.2385
H: 0.9277 1.9728 -2.2722
H: 2.1855 3.5570 -3.7333
H: 0.7666 3.4896 -4.8637
H: 1.7434 2.1315 -4.5718
H: 0.0120 4.6451 -2.6920
C: -2.0193 -2.5028 3.9455
C: -2.9483 -1.3498 3.7152
C: -4.3390 -1.6401 4.2623
O: -2.4387 -0.1097 4.2795
H: -1.8817 -2.6789 5.0167
H: -1.0110 -2.3123 3.5635
H: -2.3398 -3.4157 3.4490
H: -3.1091 -1.1735 2.6502
H: -4.6700 -2.6685 4.1154
H: -5.0780 -0.9481 3.8681
H: -4.3368 -1.5855 5.3572
H: -2.1838 -0.2827 5.1961
C: 1.2657 -2.4774 -2.8092
C: 2.7063 -1.9530 -2.7262
C: 3.6128 -2.9549 -2.0129
C: 3.9168 -4.1894 -2.8519
C: 4.6438 -3.6873 -4.1250
C: 3.8294 -2.6705 -4.9314
N: 3.2928 -1.6568 -4.0401
O: 2.6336 -0.5984 -4.6976
C: 4.8374 -2.0367 -5.9098
C: 2.7413 -3.4450 -5.7048
C: 2.7311 -0.6708 -1.8959
H: 0.5913 -1.7329 -3.2371
H: 0.8736 -2.9006 -1.8821
H: 1.2021 -3.3163 -3.5017
H: 4.5500 -2.5023 -1.6878
H: 3.0862 -3.2811 -1.1102
H: 3.0690 -4.7626 -3.2422
H: 4.4778 -4.9874 -2.3640
H: 4.8879 -4.5666 -4.7251
H: 5.6263 -3.3205 -3.8125
H: 5.1639 -2.6713 -6.7301
H: 4.3125 -1.1704 -6.3247
H: 5.7231 -1.6355 -5.4175
H: 2.0658 -4.0723 -5.1351
H: 2.2363 -2.6671 -6.2843
H: 3.2341 -4.0963 -6.4294
H: 3.7096 -0.1776 -1.8771
H: 2.4209 -0.7423 -0.8522
H: 2.1338 0.1240 -2.3610
H: 3.2094 0.1608 -4.5517

Properties
spin multiplicity	11
HOMO energy (alpha / beta)	-11.586 / -11.586	eV
net charge	+2
ΔE to the lowest compared entry with this formula, charge and spin	0.0	kcal/mol
gap between HOMO and LUMO (alpha / beta)	5.615 / 5.224	eV
energy	-5335.399173	a.u.
F_max	2.4	eV/Å

---

Molecular formula: C3H9IN
Method: DFT, ωB97M-V with the def2-TZVPD basis set

Atoms and positions in Å:
C: -1.7399 1.0750 -0.2193
C: 1.0332 0.2336 1.0947
C: 0.4844 0.1397 -0.2197
N: 0.0396 -1.1827 -0.7543
I: 2.9820 -0.9243 1.1629
H: -1.8103 0.7982 -1.2815
H: -2.1577 0.6403 0.5979
H: -1.5830 2.1623 0.0014
H: 1.2311 1.2442 1.2057
H: 0.5107 -0.2954 1.7959
H: 1.0248 0.8926 -0.8846
H: -0.3737 -1.2449 -1.6743
H: -0.5317 -1.6455 -0.0101
H: 0.8904 -1.8933 -0.8147

Properties
HOMO energy	-13.143	eV
net charge	+1
ΔE to the lowest compared entry with this formula, charge and spin	83.1	kcal/mol
gap between HOMO and LUMO	8.316	eV
energy	-471.760186	a.u.
F_max	5.5	eV/Å

---

Molecular formula: C70H78F3NO4PbSb
Method: DFT, ωB97M-V with the def2-TZVPD basis set

Atoms and positions in Å:
Pb: -1.9895 -2.1049 -0.2968
C: 0.9407 -3.6637 -0.1349
O: 0.8184 -2.2468 -0.1948
C: 1.6686 -1.5419 0.6331
C: 2.0447 -1.9535 1.8914
C: 1.0947 -2.6042 2.8739
C: -0.1601 -1.8283 3.3506
C: -0.4568 -1.9887 4.7068
C: -1.6258 -1.5328 5.2991
C: -2.4892 -0.7931 4.4955
C: -2.2501 -0.5809 3.1459
C: -3.3809 0.0214 2.3123
C: -3.1459 1.1866 1.3591
C: -3.0719 2.4732 1.8804
C: -3.0181 3.6163 1.0812
C: -2.8779 3.4301 -0.2879
C: -2.9269 2.1672 -0.8673
C: -2.5865 1.9988 -2.3529
C: -1.1163 2.2539 -2.4187
C: -0.5732 3.4697 -2.7007
C: 0.7641 3.7871 -2.3597
C: 1.4698 2.8706 -1.5564
C: 0.9584 1.6407 -1.2353
C: 1.3955 0.8983 -0.0193
C: 2.2579 -0.3563 0.1391
C: 3.5674 -0.1380 0.5136
C: 4.2101 -0.8911 1.5124
C: 3.3584 -1.6400 2.3034
C: 5.7205 -0.8415 1.7009
C: 6.1360 -1.3043 3.0964
C: 6.2689 0.5692 1.4577
C: 6.3225 -1.7999 0.6594
C: -0.2933 1.2187 -1.8268
O: -0.6608 0.0392 -1.7531
C: 1.3424 5.1308 -2.7591
C: 1.5730 5.1093 -4.2797
C: 0.3641 6.2629 -2.4080
C: 2.6748 5.4184 -2.0642
C: -3.1659 1.0779 -0.0304
O: -3.4883 -0.1672 -0.6084
C: -4.4680 -0.1743 -1.6652
C: -3.0888 5.0027 1.7144
C: -3.2653 6.1039 0.6680
C: -4.2812 5.0713 2.6792
C: -1.7940 5.2676 2.4975
C: -1.1099 -1.1491 2.5593
O: -0.9786 -1.0670 1.2188
C: -2.0421 -1.9249 6.7157
C: -2.4679 -0.6874 7.5169
C: -0.9236 -2.6340 7.4773
C: -3.2362 -2.8853 6.6102
H: 0.6605 -4.0391 -1.1213
H: 0.2872 -4.1083 0.6222
H: 1.9692 -3.9550 0.0847
H: 1.6825 -2.7742 3.7764
H: 0.7947 -3.6024 2.5441
H: 0.2617 -2.5283 5.3102
H: -3.4014 -0.3910 4.9229
H: -4.1282 0.3572 3.0338
H: -3.8441 -0.7906 1.7499
H: -3.0942 2.5729 2.9590
H: -2.7055 4.2787 -0.9371
H: -3.1438 2.6902 -2.9851
H: -2.7701 0.9846 -2.6687
H: -1.2020 4.2194 -3.1632
H: 2.4160 3.1555 -1.1183
H: 0.4534 0.6532 0.4799
H: 1.9049 1.6214 0.6183
H: 4.0548 0.7413 0.1075
H: 3.6860 -2.0154 3.2642
H: 5.7030 -0.6697 3.8724
H: 7.2217 -1.2566 3.1888
H: 5.8381 -2.3361 3.2865
H: 5.7402 1.3049 2.0669
H: 6.1837 0.8625 0.4113
H: 7.3262 0.6087 1.7225
H: 5.9415 -2.8122 0.8060
H: 7.4104 -1.8271 0.7468
H: 6.0634 -1.4808 -0.3529
H: 0.6412 4.9336 -4.8193
H: 2.2762 4.3215 -4.5564
H: 1.9834 6.0651 -4.6071
H: -0.5480 6.2211 -3.0027
H: 0.8367 7.2254 -2.6037
H: 0.0907 6.2295 -1.3513
H: 3.4395 4.6889 -2.3354
H: 2.5688 5.4234 -0.9778
H: 3.0338 6.4015 -2.3670
H: -4.8864 0.8205 -1.7923
H: -5.2622 -0.8644 -1.3988
H: -4.0084 -0.5068 -2.5947
H: -4.1341 5.9183 0.0338
H: -2.3836 6.2113 0.0329
H: -3.4201 7.0577 1.1732
H: -5.2186 4.8736 2.1565
H: -4.3416 6.0689 3.1167
H: -4.1876 4.3590 3.4978
H: -0.9231 5.1976 1.8425
H: -1.6684 4.5479 3.3078
H: -1.8156 6.2675 2.9339
H: -1.6619 0.0471 7.5514
H: -2.7166 -0.9714 8.5405
H: -3.3467 -0.2066 7.0863
H: -0.0321 -2.0090 7.5544
H: -0.6460 -3.5794 7.0080
H: -1.2620 -2.8578 8.4895
H: -4.0869 -2.4075 6.1210
H: -3.5524 -3.2126 7.6021
H: -2.9644 -3.7690 6.0274
F: 7.1587 1.0295 -4.3883
C: 5.9323 0.4968 -4.2224
C: 4.8532 1.3462 -4.0880
C: 3.5988 0.7905 -3.8824
C: 3.4193 -0.5926 -3.8189
C: 4.5316 -1.4138 -3.9885
C: 5.7971 -0.8744 -4.1948
Sb: 1.4404 -1.2890 -3.3471
C: 1.6127 -3.3337 -3.9754
C: 0.6978 -3.8883 -4.8707
C: 0.7128 -5.2459 -5.1651
C: 1.6458 -6.0450 -4.5387
F: 1.6486 -7.3672 -4.7994
C: 2.5689 -5.5418 -3.6457
C: 2.5392 -4.1818 -3.3633
C: 0.5447 -0.5159 -5.1284
C: 1.2720 -0.2796 -6.2964
C: 0.6636 0.2668 -7.4178
C: -0.6806 0.5790 -7.3533
F: -1.2734 1.1266 -8.4310
C: -1.4387 0.3540 -6.2244
C: -0.8115 -0.1944 -5.1120
H: 5.0039 2.4161 -4.1461
H: 2.7454 1.4553 -3.7844
H: 4.4267 -2.4897 -3.9883
H: 6.6678 -1.5010 -4.3328
H: -0.0315 -3.2542 -5.3623
H: 0.0189 -5.6864 -5.8682
H: 3.2866 -6.2071 -3.1853
H: 3.2485 -3.7875 -2.6435
H: 2.3276 -0.5191 -6.3391
H: 1.2131 0.4564 -8.3296
H: -2.4906 0.6072 -6.2266
H: -1.3877 -0.3638 -4.2089
C: -5.7828 -2.4191 0.4996
C: -4.9547 -3.1894 1.4524
C: -5.4579 -3.9315 2.5818
C: -4.3848 -4.5252 3.1516
C: -3.2394 -4.1294 2.3599
C: -1.8499 -4.5575 2.5767
N: -3.6047 -3.3153 1.3460
H: -6.8388 -2.5346 0.7331
H: -5.6146 -2.7677 -0.5220
H: -5.5371 -1.3567 0.5516
H: -6.4912 -3.9854 2.8820
H: -4.3579 -5.1759 4.0100
H: -1.6724 -4.7935 3.6253
H: -1.1752 -3.7628 2.2875
H: -1.6321 -5.4533 1.9846

Properties
HOMO energy (alpha / beta)	-9.630 / -9.631	eV
net charge	+1
gap between HOMO and LUMO (alpha / beta)	5.537 / 5.162	eV
energy	-3802.297286	a.u.
F_max	1.2	eV/Å

---

Molecular formula: C49H47AlFN5SSb
Method: DFT, ωB97M-V with the def2-TZVPD basis set

Atoms and positions in Å:
Al: -0.9727 0.1714 0.8974
N: -3.5159 3.6290 -0.0773
C: -2.8482 2.4806 0.0668
S: -1.5097 2.4455 1.1641
N: -3.2816 1.4632 -0.6503
N: -2.5790 0.3380 -0.4487
C: -3.0173 -0.7358 -0.9966
C: -4.2882 -0.8186 -1.7611
C: -5.4159 -1.2899 -1.0896
C: -6.6299 -1.3927 -1.7522
C: -6.7215 -1.0355 -3.0912
C: -5.5976 -0.5769 -3.7633
C: -4.3829 -0.4657 -3.1002
C: -2.2788 -1.9513 -0.6188
C: -2.5949 -3.2090 -1.1013
C: -1.9419 -4.3137 -0.5781
C: -0.9928 -4.1295 0.4149
C: -0.6989 -2.8412 0.8095
N: -1.3100 -1.7722 0.2951
H: -3.2442 4.4429 0.4404
H: -4.2597 3.6793 -0.7548
H: -5.3386 -1.5698 -0.0433
H: -7.5009 -1.7561 -1.2214
H: -7.6695 -1.1174 -3.6098
H: -5.6618 -0.3047 -4.8097
H: -3.5062 -0.1096 -3.6303
H: -3.3644 -3.3077 -1.8553
H: -2.1811 -5.3097 -0.9315
H: -0.4806 -4.9632 0.8746
H: 0.0477 -2.6366 1.5602
C: 1.4990 3.6350 1.5163
C: 1.4887 2.6059 2.6407
C: 1.9968 3.2442 3.9405
C: 2.2909 1.3559 2.3163
C: 3.6697 1.4745 2.1551
C: 4.4788 0.3564 2.0751
C: 3.9140 -0.8970 2.2412
C: 2.5393 -1.0606 2.3956
C: 2.0306 -2.4547 2.7245
C: 2.3451 -3.4681 1.6144
C: 2.6200 -2.9559 4.0506
C: 1.7095 0.0764 2.3235
N: 0.2722 -0.0444 2.3005
C: -0.3682 -0.1099 3.5430
C: 0.2218 -0.0085 4.8098
C: -0.5557 -0.0848 5.9606
C: -1.9337 -0.2559 5.9045
C: -2.5543 -0.3461 4.6647
C: -1.7469 -0.2699 3.5678
F: -2.3204 -0.3456 2.2699
H: 0.9152 4.5166 1.7977
H: 1.0577 3.2143 0.6141
H: 2.5180 3.9538 1.2807
H: 0.4612 2.3083 2.8220
H: 3.0097 3.6371 3.8221
H: 2.0079 2.5186 4.7573
H: 1.3445 4.0739 4.2299
H: 4.1188 2.4624 2.1260
H: 5.5501 0.4614 1.9463
H: 4.5587 -1.7706 2.2691
H: 0.9551 -2.3947 2.8803
H: 3.4089 -3.7196 1.6192
H: 2.1092 -3.0785 0.6220
H: 1.7883 -4.3983 1.7674
H: 3.7119 -2.9647 4.0173
H: 2.2813 -3.9770 4.2501
H: 2.3082 -2.3276 4.8853
H: 1.2919 0.1393 4.8802
H: -0.0706 -0.0034 6.9262
H: -2.5254 -0.3100 6.8089
H: -3.6260 -0.4669 4.5582
C: 5.2175 2.1436 -2.8788
C: 4.3161 3.0817 -2.3935
C: 3.0766 2.6782 -1.9142
C: 2.7277 1.3291 -1.9282
C: 3.6362 0.3888 -2.4110
C: 4.8764 0.7991 -2.8857
Sb: 0.7921 0.6434 -1.3082
C: -0.3573 1.9317 -2.5702
C: -0.3315 3.3081 -2.3356
C: -1.0773 4.1718 -3.1269
C: -1.8775 3.6692 -4.1450
C: -1.9293 2.3009 -4.3693
C: -1.1715 1.4382 -3.5885
C: 0.8855 -1.1539 -2.4593
C: 0.7278 -1.2254 -3.8436
C: 0.8611 -2.4421 -4.5009
C: 1.1772 -3.5931 -3.7889
C: 1.3918 -3.5216 -2.4182
C: 1.2451 -2.3056 -1.7612
H: 6.1835 2.4619 -3.2523
H: 4.5749 4.1346 -2.3865
H: 2.3941 3.4287 -1.5470
H: 3.3846 -0.6645 -2.4275
H: 5.5752 0.0616 -3.2643
H: 0.2585 3.7216 -1.5266
H: -1.0337 5.2387 -2.9424
H: -2.4601 4.3436 -4.7619
H: -2.5621 1.9060 -5.1567
H: -1.2202 0.3723 -3.7731
H: 0.5332 -0.3315 -4.4205
H: 0.7415 -2.4888 -5.5775
H: 1.2756 -4.5412 -4.3052
H: 1.6834 -4.4088 -1.8654
H: 1.4503 -2.2406 -0.6986

Properties
HOMO energy	-10.255	eV
net charge	+1
ΔE to the lowest compared entry with this formula, charge and spin	0.0	kcal/mol
gap between HOMO and LUMO	6.905	eV
energy	-3149.880828	a.u.
F_max	0.7	eV/Å

---

Molecular formula: CH3N5O2
Method: DFT, ωB97M-V with the def2-TZVPD basis set

Atoms and positions in Å:
C: 0.0899 -0.8486 0.1977
H: -1.4884 0.9017 0.1946
H: -2.8380 -0.4116 0.6041
H: 0.8214 2.2676 -0.4949
N: -2.0096 -0.1944 -0.0643
N: -1.1018 -1.2714 -0.0949
N: 1.2162 -1.5017 -0.4095
N: 2.3461 -0.9120 -0.2643
N: 0.6049 0.4772 0.5385
O: 2.0355 0.1890 0.4298
O: 0.3237 1.3041 -0.6368

Properties
HOMO energy	-9.563	eV
net charge	0
ΔE to the lowest compared entry with this formula, charge and spin	95.2	kcal/mol
gap between HOMO and LUMO	8.699	eV
energy	-463.882645	a.u.
F_max	6.5	eV/Å

---

Molecular formula: C4H12N2O
Method: DFT, ωB97M-V with the def2-TZVPD basis set

Atoms and positions in Å:
C: -0.4123 2.2731 2.0264
C: -1.4754 1.4951 1.1854
C: -1.1890 -0.0331 1.2296
N: -0.1574 -0.5208 0.4007
C: -0.1642 -1.7685 -0.1268
N: 0.7696 -2.1365 -0.9555
H: -0.4845 3.4898 2.0164
H: 0.6010 1.9531 1.6655
H: -0.5668 2.1732 3.0432
H: -2.4914 1.6597 1.6830
H: -1.5581 1.7682 0.0544
H: -2.0970 -0.5779 0.9655
H: -1.0869 -0.2971 2.3182
H: 0.7704 -0.1243 0.3875
H: -0.7848 -2.6788 0.3856
H: 0.4049 -2.3289 -1.8836
H: 2.1666 0.8583 -3.7364
H: 2.6359 -0.3524 -3.8004
O: 2.2063 0.1574 -3.1379

Properties
HOMO energy	-7.626	eV
net charge	0
ΔE to the lowest compared entry with this formula, charge and spin	90.0	kcal/mol
gap between HOMO and LUMO	8.621	eV
energy	-344.241532	a.u.
F_max	4.2	eV/Å

---

Molecular formula: C4H8NOS
Method: DFT, ωB97M-V with the def2-TZVPD basis set

Atoms and positions in Å:
C: 1.0554 0.6182 -1.0709
N: 0.1081 -0.3359 -0.7304
C: -0.5034 -0.2675 0.4981
C: 0.1058 0.0088 1.6645
S: 3.9001 0.8612 -0.6638
C: -1.9506 -0.7078 0.3215
O: -2.4588 -0.2071 -0.8292
H: 1.3183 0.4509 -2.1146
H: 0.7589 1.6507 -0.8792
H: 2.0961 0.5397 -0.5648
H: -0.6696 -0.4025 -1.4210
H: -1.8588 -1.8332 0.3129
H: 1.1790 -0.1184 1.7399
H: -0.5260 0.2703 2.4989
H: -2.5545 -0.5274 1.2382

Properties
HOMO energy	-3.569	eV
net charge	-1
ΔE to the lowest compared entry with this formula, charge and spin	127.0	kcal/mol
gap between HOMO and LUMO	4.305	eV
energy	-685.253720	a.u.
F_max	1.8	eV/Å